(1)
Density functional theory data (ωB97M-V with the def2-TZVPD basis set) for C26H30OPPtS3Se2 as an isolated structure.

Atoms and positions in Å:
Pt1 0.00 -0.16 -0.96
C1 5.41 -1.69 0.68
C2 5.56 -1.02 -0.68
S1 4.16 0.06 -1.06
C3 3.40 -0.69 -2.52
C4 2.79 -2.06 -2.31
S2 1.26 -2.11 -1.32
C5 1.68 -3.12 0.13
C6 2.74 -2.65 1.11
S3 4.42 -3.21 0.66
H1 4.96 -1.00 1.39
H2 6.38 -1.98 1.07
H3 5.68 -1.76 -1.48
H4 6.46 -0.40 -0.69
H5 4.16 -0.78 -3.31
H6 2.67 0.03 -2.86
H7 3.49 -2.73 -1.82
H8 2.51 -2.50 -3.27
H9 1.93 -4.10 -0.26
H10 0.71 -3.22 0.63
H11 2.51 -3.11 2.08
H12 2.74 -1.57 1.25
Se1 -1.64 1.60 -0.82
P1 -3.25 0.09 -0.84
Se2 -1.91 -1.61 -1.25
C7 -4.01 -0.06 0.80
C8 -5.34 0.16 1.14
C9 -5.76 0.03 2.45
C10 -4.85 -0.31 3.45
C11 -3.52 -0.52 3.12
C12 -3.10 -0.39 1.81
C13 -4.35 0.37 -2.25
C14 -5.73 0.53 -2.22
C15 -6.43 0.75 -3.41
C16 -5.76 0.81 -4.61
C17 -4.38 0.64 -4.65
C18 -3.68 0.43 -3.47
H13 -6.08 0.43 0.41
H14 -6.80 0.20 2.70
H15 -5.18 -0.41 4.47
H16 -2.80 -0.78 3.88
H17 -2.06 -0.56 1.56
H18 -6.30 0.50 -1.31
H19 -7.50 0.88 -3.37
H20 -6.30 0.98 -5.53
H21 -3.84 0.69 -5.59
H22 -2.60 0.30 -3.51
C19 2.66 3.38 -0.49
C20 1.96 2.16 0.03
O1 1.40 1.45 -0.82
C21 2.00 1.87 1.48
C22 2.91 2.55 2.29
C23 2.99 2.26 3.64
C24 2.15 1.31 4.20
C25 1.23 0.64 3.40
C26 1.16 0.91 2.05
H23 2.42 3.51 -1.54
H24 3.74 3.25 -0.39
H25 2.38 4.26 0.09
H26 3.57 3.30 1.87
H27 3.71 2.79 4.26
H28 2.21 1.10 5.26
H29 0.57 -0.09 3.85
H30 0.46 0.39 1.41

Computed properties:
E_tot ... -7541.9599 Ha
Frontier orbital gap ... 0.2862 hartree
Largest force on an atom ... 0.40 eV Å⁻¹
Energy above the lowest of the compared OMol25 structures with the same formula, charge and spin ... 82.5 kJ/mol
Lowest unoccupied orbital energy ... -2.9657 eV
Charge ... +1

---

(2)
Density functional theory data (ωB97M-V with the def2-TZVPD basis set) for C36H28BrCuGeN4O as an isolated structure.

Atoms and positions in Å:
Cu1 2.66 -1.58 0.07
O1 5.60 -2.07 0.21
C1 4.50 -1.86 0.20
N1 1.95 5.30 -1.03
C2 1.65 6.57 -0.62
C3 1.90 7.82 -1.17
C4 1.43 8.91 -0.47
C5 0.74 8.76 0.75
C6 0.50 7.53 1.30
C7 0.97 6.41 0.61
N2 0.88 5.08 0.92
C8 1.47 4.44 -0.07
C9 1.57 3.00 -0.11
C10 1.88 2.27 -1.27
C11 1.99 0.90 -1.20
N3 1.82 0.20 -0.06
C12 1.48 0.90 1.04
C13 1.33 2.26 1.05
H1 2.49 5.05 -1.84
H2 2.43 7.94 -2.11
H3 1.60 9.90 -0.86
H4 0.39 9.65 1.26
H5 -0.03 7.41 2.24
H6 2.03 2.76 -2.22
H7 2.21 0.33 -2.09
H8 1.32 0.33 1.94
H9 1.04 2.78 1.95
Br1 1.84 -7.97 -0.19
C14 1.74 -6.09 -0.11
C15 1.64 -5.34 -1.28
C16 1.61 -3.97 -1.17
N4 1.65 -3.32 0.01
C17 1.71 -4.07 1.13
C18 1.75 -5.44 1.12
H10 1.61 -5.82 -2.25
H11 1.54 -3.35 -2.05
H12 1.72 -3.53 2.07
H13 1.80 -6.00 2.04
C19 -2.08 -1.67 -4.52
C20 -2.58 -2.70 -3.74
C21 -2.29 -2.75 -2.38
C22 -1.49 -1.75 -1.82
C23 -0.97 -0.72 -2.62
C24 -1.26 -0.69 -3.97
Ge1 -1.38 -1.69 0.11
C25 -1.55 0.02 0.99
C26 -2.01 1.11 0.25
C27 -2.29 2.30 0.89
C28 -2.11 2.41 2.26
C29 -1.63 1.33 3.00
C30 -1.35 0.14 2.37
C31 -1.76 -3.31 1.10
C32 -1.45 -4.56 0.55
C33 -1.84 -5.71 1.21
C34 -2.53 -5.62 2.42
C35 -2.85 -4.38 2.96
C36 -2.46 -3.22 2.30
H14 -2.32 -1.63 -5.58
H15 -3.22 -3.46 -4.17
H16 -2.69 -3.54 -1.77
H17 -0.34 0.04 -2.17
H18 -0.87 0.10 -4.59
H19 -2.16 1.02 -0.82
H20 -2.66 3.15 0.32
H21 -2.34 3.34 2.76
H22 -1.49 1.43 4.07
H23 -0.98 -0.70 2.94
H24 -0.92 -4.63 -0.39
H25 -1.62 -6.68 0.79
H26 -2.84 -6.52 2.93
H27 -3.39 -4.31 3.89
H28 -2.73 -2.26 2.71

Computed properties:
E_tot ... -7973.8486 Ha
Frontier orbital gap ... 0.2043 hartree
Largest force on an atom ... 0.89 eV Å⁻¹
Energy above the lowest of the compared OMol25 structures with the same formula, charge and spin ... 0.0 kJ/mol
Lowest unoccupied orbital energy ... -6.9153 eV
Charge ... +2

---

(3)
Density functional theory data (ωB97M-V with the def2-TZVPD basis set) for C39H41BaN6O2 as an isolated structure.

Atoms and positions in Å:
Ba1 -0.94 -0.42 0.27
O1 -0.97 -0.98 3.19
C1 -1.11 -2.41 3.26
C2 -2.37 -2.87 2.58
C3 -3.51 -3.21 3.29
C4 -4.65 -3.59 2.60
C5 -4.61 -3.62 1.21
C6 -3.43 -3.26 0.58
N1 -2.33 -2.90 1.24
H1 -1.57 -0.58 3.82
H2 -1.07 -2.75 4.29
H3 -0.24 -2.81 2.73
H4 -3.50 -3.19 4.38
H5 -5.55 -3.87 3.12
H6 -5.47 -3.93 0.63
H7 -3.35 -3.28 -0.51
C7 6.23 -0.07 -1.46
C8 5.80 -1.29 -2.23
C9 6.65 -1.89 -3.16
C10 6.25 -3.01 -3.87
C11 5.00 -3.56 -3.66
C12 4.15 -2.99 -2.73
C13 4.54 -1.85 -2.03
N2 3.68 -1.26 -1.06
C14 2.34 -0.97 -1.19
N3 1.91 -0.89 -2.46
C15 0.62 -0.87 -3.08
C16 -0.57 -0.87 -2.34
C17 -1.74 -0.88 -3.11
C18 -1.75 -0.88 -4.50
C19 -0.54 -0.87 -5.18
C20 0.66 -0.86 -4.48
C21 1.96 -0.83 -5.25
N4 1.61 -0.74 -0.13
C22 2.17 -1.00 1.14
C23 2.48 0.08 1.97
C24 2.92 -0.12 3.27
C25 3.03 -1.41 3.77
C26 2.71 -2.48 2.95
C27 2.27 -2.31 1.64
C28 1.94 -3.49 0.77
H8 7.17 0.32 -1.84
H9 6.37 -0.30 -0.40
H10 5.48 0.72 -1.53
H11 7.63 -1.47 -3.32
H12 6.93 -3.46 -4.59
H13 4.69 -4.44 -4.20
H14 3.17 -3.42 -2.54
H15 4.08 -1.07 -0.16
H16 2.66 -0.96 -3.13
H17 -2.72 -0.87 -2.62
H18 -2.69 -0.89 -5.05
H19 -0.53 -0.86 -6.26
H20 1.76 -0.80 -6.32
H21 2.57 -1.72 -5.07
H22 2.56 0.05 -5.01
H23 2.40 1.08 1.56
H24 3.17 0.73 3.90
H25 3.36 -1.58 4.78
H26 2.80 -3.49 3.34
H27 1.80 -4.39 1.37
H28 2.74 -3.68 0.05
H29 1.03 -3.31 0.19
C29 -3.22 5.70 2.93
N5 -2.39 4.88 2.06
N6 -2.95 3.72 1.54
C30 -1.94 2.82 1.27
O2 -2.13 1.75 0.66
C31 -0.74 3.42 1.78
C32 -1.07 4.65 2.27
C33 -0.23 5.65 2.97
C34 -4.19 3.77 0.84
C35 -4.44 4.79 -0.07
C36 -5.65 4.82 -0.74
C37 -6.59 3.82 -0.53
C38 -6.32 2.80 0.37
C39 -5.12 2.77 1.06
H30 -4.23 5.73 2.53
H31 -2.83 6.72 2.94
H32 -3.25 5.31 3.95
H33 0.24 2.98 1.74
H34 0.81 5.33 2.95
H35 -0.53 5.74 4.02
H36 -0.31 6.63 2.51
H37 -3.69 5.56 -0.24
H38 -5.85 5.62 -1.44
H39 -7.53 3.84 -1.06
H40 -7.05 2.02 0.53
H41 -4.90 1.99 1.77

Computed properties:
E_tot ... -2015.1425 Ha
Frontier orbital gap ... 0.2586 hartree
Largest force on an atom ... 0.55 eV Å⁻¹
Energy above the lowest of the compared OMol25 structures with the same formula, charge and spin ... 31.7 kJ/mol
Lowest unoccupied orbital energy ... -2.1595 eV
Charge ... +1

---

(4)
Density functional theory data (ωB97M-V with the def2-TZVPD basis set) for C45H58BrCl2N3O3PPd as an isolated structure.

Atoms and positions in Å:
Pd1 -0.11 0.45 0.78
O1 -0.17 -1.36 -0.44
C1 -1.07 -2.05 -1.34
C2 -2.54 -1.86 -1.03
C3 -3.04 -0.43 -1.28
C4 -2.91 -0.03 -2.72
C5 -3.95 -0.24 -3.62
C6 -3.77 0.11 -4.95
C7 -2.56 0.66 -5.34
C8 -1.58 0.84 -4.38
N1 -1.74 0.50 -3.10
H1 -0.14 -1.87 0.42
H2 -0.82 -3.11 -1.29
H3 -0.82 -1.69 -2.34
H4 -2.74 -2.15 0.00
H5 -3.11 -2.55 -1.66
H6 -2.47 0.27 -0.66
H7 -4.08 -0.35 -0.96
H8 -4.88 -0.67 -3.28
H9 -4.56 -0.05 -5.67
H10 -2.37 0.95 -6.37
H11 -0.62 1.27 -4.64
C9 4.73 3.81 1.49
C10 4.49 2.38 1.98
C11 3.76 1.56 0.92
C12 2.74 2.42 0.14
C13 2.24 3.58 1.01
C14 3.39 4.55 1.31
P1 1.37 1.47 -0.59
C15 2.03 0.23 -1.75
C16 2.82 -0.91 -1.10
C17 2.88 -2.09 -2.08
C18 2.89 -1.62 -3.54
C19 3.62 -0.28 -3.66
C20 2.84 0.83 -2.92
C21 0.37 2.61 -1.64
C22 1.16 3.75 -2.34
C23 0.32 5.02 -2.50
C24 -1.08 4.67 -2.98
C25 -1.83 3.80 -1.95
C26 -0.88 3.17 -0.93
H12 5.27 3.76 0.54
H13 5.37 4.35 2.18
H14 3.91 2.41 2.91
H15 5.44 1.90 2.23
H16 3.27 0.71 1.39
H17 4.48 1.14 0.21
H18 3.27 2.86 -0.72
H19 1.85 3.17 1.94
H20 1.42 4.11 0.53
H21 3.15 5.12 2.21
H22 3.48 5.28 0.50
H23 1.11 -0.19 -2.15
H24 2.37 -1.22 -0.16
H25 3.83 -0.57 -0.87
H26 2.02 -2.75 -1.91
H27 3.78 -2.68 -1.87
H28 1.87 -1.51 -3.91
H29 3.37 -2.37 -4.17
H30 3.75 0.00 -4.70
H31 4.62 -0.38 -3.23
H32 2.17 1.33 -3.61
H33 3.55 1.58 -2.55
H34 -0.01 1.92 -2.40
H35 1.47 3.41 -3.33
H36 2.08 4.01 -1.81
H37 0.82 5.70 -3.19
H38 0.25 5.55 -1.54
H39 -1.00 4.14 -3.93
H40 -1.65 5.58 -3.19
H41 -2.38 3.01 -2.46
H42 -2.57 4.40 -1.41
H43 -1.41 2.37 -0.41
H44 -0.59 3.89 -0.17
Cl1 -0.71 -5.18 5.23
C27 -0.38 -5.21 3.52
C28 0.93 -5.34 3.11
C29 1.22 -5.35 1.75
C30 0.19 -5.26 0.83
C31 -1.12 -5.16 1.27
Cl2 -2.36 -5.12 0.06
C32 -1.45 -5.11 2.62
N2 -2.77 -5.04 3.08
C33 -3.71 -4.06 2.61
C34 -4.90 -4.53 2.06
C35 -5.86 -3.65 1.60
C36 -5.64 -2.28 1.69
C37 -4.46 -1.81 2.26
C38 -3.49 -2.69 2.74
C39 -2.27 -2.11 3.42
C40 -1.31 -1.56 2.40
O2 -1.58 -0.38 1.95
O3 -0.35 -2.23 2.00
H45 1.71 -5.43 3.85
H46 2.25 -5.45 1.42
H47 0.39 -5.30 -0.23
H48 -2.86 -5.25 4.06
H49 -5.04 -5.60 1.98
H50 -6.78 -4.02 1.17
H51 -6.38 -1.58 1.33
H52 -4.29 -0.75 2.35
H53 -1.75 -2.86 4.02
H54 -2.59 -1.30 4.07
Br1 -1.33 3.10 2.57
C41 -0.05 2.02 3.40
C42 0.22 2.18 4.75
C43 1.14 1.34 5.34
C44 1.76 0.37 4.58
C45 1.45 0.28 3.24
N3 0.57 1.11 2.65
H55 -0.30 2.95 5.31
H56 1.36 1.44 6.40
H57 2.47 -0.32 5.01
H58 1.89 -0.48 2.61

Computed properties:
E_tot ... -6103.0799 Ha
Frontier orbital gap ... 0.2487 hartree
Largest force on an atom ... 0.58 eV Å⁻¹
Energy above the lowest of the compared OMol25 structures with the same formula, charge and spin ... 0.0 kJ/mol
Lowest unoccupied orbital energy ... -3.3201 eV
Charge ... +1

---

(5)
Density functional theory data (ωB97M-V with the def2-TZVPD basis set) for a 3-piece molecular cluster, C28H56FIN3O4P overall.

Atoms and positions in Å:
C1 1.07 -2.42 -5.69
C2 2.48 -1.93 -5.98
C3 3.44 -1.69 -4.78
C4 3.40 -0.22 -4.35
P1 3.16 -2.91 -3.41
I1 4.10 -4.82 -5.07
C5 4.41 -3.38 -2.10
C6 5.63 -2.46 -2.16
F1 4.84 -4.67 -2.19
N1 2.23 -1.83 -2.25
C7 0.87 -2.33 -2.04
C8 0.67 -3.63 -1.29
O1 -0.04 -1.69 -2.47
C9 2.67 -1.18 -1.06
C10 3.54 0.05 -1.17
O2 2.28 -1.56 0.02
H1 0.55 -1.79 -4.97
H2 1.07 -3.46 -5.34
H3 0.49 -2.42 -6.62
H4 2.40 -0.96 -6.48
H5 2.96 -2.61 -6.69
H6 4.45 -1.92 -5.11
H7 2.47 0.04 -3.85
H8 3.50 0.39 -5.24
H9 4.25 0.03 -3.70
H10 2.02 -3.70 -3.48
H11 3.88 -3.34 -1.15
H12 5.53 -1.63 -2.87
H13 5.86 -2.04 -1.17
H14 6.47 -3.07 -2.49
H15 0.38 -3.36 -0.28
H16 -0.14 -4.19 -1.76
H17 1.57 -4.23 -1.24
H18 4.60 -0.20 -1.17
H19 3.31 0.65 -2.05
H20 3.33 0.65 -0.28
C11 -0.13 2.94 2.04
C12 0.63 3.71 0.94
C13 -0.06 5.02 0.55
C14 -1.29 4.87 -0.34
C15 -0.97 4.01 -1.56
C16 -0.41 2.64 -1.18
N2 0.78 2.87 -0.29
O3 1.86 3.08 -0.94
C17 -1.51 1.79 -0.53
C18 0.07 1.89 -2.42
C19 2.02 4.02 1.48
H21 -0.69 2.09 1.67
H22 0.57 2.53 2.77
H23 -0.82 3.59 2.57
H24 0.67 5.65 0.03
H25 -0.32 5.55 1.47
H26 -2.13 4.45 0.22
H27 -1.61 5.86 -0.67
H28 -1.86 3.87 -2.18
H29 -0.23 4.53 -2.18
H30 -1.10 0.84 -0.17
H31 -2.25 1.56 -1.30
H32 -2.02 2.27 0.29
H33 0.78 2.48 -2.99
H34 -0.79 1.67 -3.05
H35 0.54 0.95 -2.15
H36 2.59 3.11 1.63
H37 1.90 4.53 2.44
H38 2.58 4.67 0.81
C20 -2.49 -2.54 4.90
C21 -2.37 -1.02 4.69
C22 -3.25 -0.21 5.65
C23 -4.74 -0.16 5.29
C24 -4.92 0.28 3.84
C25 -4.17 -0.61 2.85
N3 -2.72 -0.63 3.28
O4 -2.06 0.37 2.85
C26 -4.80 -2.01 2.81
C27 -4.22 -0.03 1.44
C28 -0.91 -0.64 4.93
H39 -3.10 -3.04 4.16
H40 -1.51 -3.00 4.84
H41 -2.91 -2.76 5.88
H42 -2.87 0.82 5.67
H43 -3.11 -0.61 6.65
H44 -5.21 -1.13 5.47
H45 -5.23 0.55 5.95
H46 -5.98 0.27 3.56
H47 -4.57 1.31 3.72
H48 -4.21 -2.68 2.18
H49 -5.79 -1.91 2.36
H50 -4.93 -2.46 3.78
H51 -3.88 0.99 1.41
H52 -5.26 -0.07 1.10
H53 -3.61 -0.62 0.76
H54 -0.26 -1.08 4.17
H55 -0.62 -1.03 5.91
H56 -0.76 0.44 4.92

Computed properties:
E_tot ... -2304.4900 Ha
Spin multiplicity ... 3
⟨S²⟩ ... 2.008
Frontier orbital gap (spin up / spin down) ... 0.3083 / 0.3309 hartree
Largest force on an atom ... 0.56 eV Å⁻¹
Energy above the lowest of the compared OMol25 structures with the same formula, charge and spin ... 0.0 kJ/mol
Lowest unoccupied orbital energy (spin up / spin down) ... 0.5758 / 0.4756 eV
Charge ... 0

---

(6)
Density functional theory data (ωB97M-V with the def2-TZVPD basis set) for one molecule with the formula C5H7NO.

Atoms and positions in Å:
C1 2.66 -0.10 -0.05
C2 1.25 0.48 -0.01
C3 0.13 -0.45 -0.04
C4 -1.08 0.14 0.12
N1 -2.50 -0.31 0.02
C5 -2.00 1.08 0.34
O1 1.09 1.69 0.07
H1 3.35 0.70 -0.34
H2 2.74 -0.94 -0.74
H3 2.93 -0.45 0.95
H4 0.25 -1.52 -0.14
H5 -2.93 -0.84 0.77
H6 -2.81 -0.60 -0.90
H7 -2.35 1.97 -0.15

Computed properties:
E_tot ... -324.5836 Ha
Frontier orbital gap ... 0.2961 hartree
Largest force on an atom ... 0.51 eV Å⁻¹
Energy above the lowest of the compared OMol25 structures with the same formula, charge and spin ... 370.0 kJ/mol
Lowest unoccupied orbital energy ... 0.4527 eV
Charge ... 0